The following is a quantum chemistry calculation of a 10-piece molecular cluster, C23H63N3O10S7 overall at a distorted geometry, from the Open Molecules 2025 dataset.

Geometry (Å):
1 C 4.3900 -1.8054 -2.7139
2 S 3.4229 -1.2471 -1.4064
3 O 2.0964 -1.3435 -2.0361
4 C 3.3838 -2.9025 -0.5509
5 H 4.0384 -2.7259 -3.1431
6 H 5.4960 -2.0097 -2.4434
7 H 4.5255 -1.0603 -3.4638
8 H 3.0711 -3.5733 -1.3215
9 H 2.6587 -2.7051 0.3175
10 H 4.3899 -3.0232 -0.1444
11 C 6.4048 3.5634 -0.6229
12 S 5.1864 2.5038 -1.3265
13 O 3.9446 2.6907 -0.5048
14 C 5.0451 3.4580 -2.8572
15 H 7.1029 4.0927 -1.3441
16 H 6.8185 3.0255 0.1944
17 H 5.8570 4.4318 -0.2639
18 H 5.0150 4.6255 -2.6400
19 H 4.1942 3.1396 -3.3669
20 H 5.9057 3.2541 -3.3918
21 C -1.5339 2.0098 2.7483
22 S -1.6129 2.0153 4.5162
23 O -0.3821 1.2402 4.8361
24 C -0.9922 3.7026 4.7858
25 H -2.4944 2.4391 2.3755
26 H -1.3622 1.0093 2.4419
27 H -0.6968 2.6673 2.4178
28 H 0.0415 3.5996 4.3775
29 H -1.0365 4.0199 5.7563
30 H -1.3954 4.3757 4.0607
31 C -4.9552 0.9958 4.1153
32 S -5.2386 2.7251 3.5966
33 O -3.9816 3.4584 3.7802
34 C -5.4650 2.5825 1.8439
35 H -5.8867 0.4365 4.2832
36 H -4.3062 1.1371 4.9980
37 H -4.4347 0.4658 3.3239
38 H -6.4857 2.0905 1.6354
39 H -4.5945 2.0126 1.3832
40 H -5.5518 3.6557 1.5440
41 C -1.9620 -1.5524 3.7587
42 S -0.8478 -1.8873 2.3782
43 O -1.1253 -3.3566 2.0000
44 C 0.5961 -1.8803 3.5282
45 H -1.6093 -0.7502 4.3343
46 H -1.8746 -2.4155 4.3943
47 H -2.9244 -1.4263 3.2648
48 H 0.4005 -2.4724 4.4292
49 H 0.7891 -0.8085 3.6940
50 H 1.3575 -2.3873 2.8471
51 C 1.3943 0.7765 -4.6150
52 S 2.2351 0.0264 -5.9513
53 O 3.7204 -0.0768 -5.6633
54 C 1.5948 -1.6343 -5.5703
55 H 0.3669 0.3916 -4.5083
56 H 1.4603 1.8720 -4.5446
57 H 1.9281 0.3626 -3.7545
58 H 0.4886 -1.5011 -5.7048
59 H 1.9268 -1.8721 -4.5213
60 H 1.9210 -2.3693 -6.2755
61 C -2.3852 2.4798 -0.7825
62 S -2.0435 1.0988 -1.8665
63 O -1.6382 1.8450 -3.1377
64 C -0.5128 0.6948 -1.0827
65 H -3.3333 2.8437 -0.9976
66 H -1.6879 3.1538 -1.2145
67 H -2.0270 2.3777 0.2586
68 H 0.1186 0.1504 -1.8239
69 H -0.6153 0.0263 -0.2428
70 H -0.0078 1.6074 -0.7467
71 C 2.6902 0.7546 1.6698
72 O 2.1628 -0.3700 1.5391
73 N 3.5238 1.1487 2.6411
74 C 3.8452 0.1944 3.7691
75 C 3.8757 2.5324 2.8391
76 H 2.4247 1.6837 1.1622
77 H 3.1619 0.3618 4.6347
78 H 4.9015 0.3403 4.1109
79 H 3.6844 -0.8186 3.4412
80 H 4.9183 2.8106 2.7677
81 H 3.4978 3.1593 2.0179
82 H 3.4387 2.8066 3.8028
83 C -3.6092 -1.5111 0.4702
84 O -3.8107 -0.4050 0.9039
85 N -4.5315 -2.1629 -0.3498
86 C -4.1222 -3.1835 -1.2526
87 C -5.8275 -1.5524 -0.5483
88 H -2.6659 -2.0553 0.5818
89 H -3.2124 -3.5543 -0.8956
90 H -3.9957 -2.8353 -2.2561
91 H -4.8239 -4.0215 -1.3310
92 H -6.6232 -2.0801 -0.0925
93 H -5.8341 -0.4810 -0.1660
94 H -6.1290 -1.4897 -1.5991
95 C -0.7017 -4.6628 -2.0751
96 O -0.4593 -5.7858 -2.5281
97 N -1.0749 -3.5545 -2.8220
98 C -1.0032 -2.1719 -2.4337
99 C -1.5835 -3.8243 -4.1937
100 H -0.6200 -4.4104 -0.9661
101 H -0.8352 -2.1216 -1.3330
102 H -1.9488 -1.6814 -2.7438
103 H -0.0926 -1.7059 -2.8976
104 H -2.4878 -3.2480 -4.3080
105 H -0.8057 -3.5723 -4.9026
106 H -1.6127 -4.8770 -4.3300

Cartesian forces (eV/Å) of the 2 atoms listed first:
C 4.31 -0.73 -0.33
S -0.13 -1.96 1.29

Output
Relative energy (zero: lowest compared OMol25 entry of this formula, charge and spin) ... 0.7851 eV
Max |F| ... 0.08527 hartree/bohr
E_HOMO ... -8.58 eV
HOMO-LUMO gap ... 0.325 Eh
LUMO ... 0.3 eV